Record 1
C45H41BrINaOP2SSe3SiTe as an isolated structure. Source: the Open Molecules 2025 dataset; level of theory: ωB97M-V with the def2-TZVPD basis set.

The largest force on an atom comes out at 0.01013 hartree/bohr. The HOMO energy comes out at -0.0258 Ha. The value obtained for the orbital gap is 4.09 eV. The value obtained for the energy relative to the best compared isomer or geometry (same formula, charge and spin) is 0.00 kJ/mol. As for the charge: -2.

Geometry as XYZ:
```
98
C45H41BrINaOP2SSe3SiTe ωB97M-V with the def2-TZVPD basis set
Na -0.041 -0.007 -0.544
C -2.875 -1.160 2.735
Si -1.097 -0.683 2.148
C -0.082 -2.212 2.791
C -0.700 -3.317 3.397
C -0.001 -4.457 3.766
C 1.369 -4.529 3.551
C 2.015 -3.457 2.953
C 1.309 -2.319 2.563
P 2.145 -0.930 1.693
C 2.833 0.048 3.091
C 2.428 -0.120 4.413
C 2.947 0.683 5.421
C 3.902 1.645 5.126
C 4.319 1.817 3.812
C 3.774 1.040 2.802
C 3.703 -1.751 1.120
C 3.660 -2.351 -0.140
C 4.774 -2.996 -0.662
C 5.954 -3.041 0.065
C 6.012 -2.442 1.316
C 4.896 -1.805 1.840
C -0.683 0.593 3.567
C -0.848 0.249 4.915
C -0.707 1.172 5.937
C -0.422 2.501 5.632
C -0.257 2.873 4.309
C -0.354 1.929 3.281
P -0.094 2.417 1.522
C -1.623 3.412 1.291
C -1.698 4.800 1.286
C -2.908 5.440 1.055
C -4.058 4.704 0.821
C -3.996 3.316 0.827
C -2.789 2.677 1.062
C 1.212 3.705 1.552
C 1.398 4.346 0.317
C 2.413 5.270 0.141
C 3.289 5.552 1.186
C 3.127 4.908 2.402
C 2.094 3.994 2.587
H -2.983 -1.414 3.797
H -3.245 -2.000 2.138
H -3.540 -0.314 2.537
H -1.768 -3.284 3.580
H -0.525 -5.289 4.226
H 1.929 -5.412 3.835
H 3.081 -3.527 2.771
H 1.690 -0.873 4.655
H 2.595 0.556 6.437
H 4.312 2.268 5.913
H 5.047 2.580 3.564
H 4.080 1.208 1.775
H 2.734 -2.313 -0.704
H 4.721 -3.448 -1.645
H 6.829 -3.532 -0.345
H 6.933 -2.469 1.888
H 4.956 -1.337 2.816
H -1.093 -0.780 5.165
H -0.831 0.866 6.971
H -0.338 3.241 6.419
H -0.062 3.912 4.066
H -0.806 5.393 1.440
H -2.943 6.523 1.033
H -4.996 5.205 0.616
H -4.882 2.728 0.624
H -2.737 1.593 1.038
H 0.722 4.119 -0.511
H 2.532 5.753 -0.822
H 4.098 6.260 1.046
H 3.811 5.110 3.219
H 2.003 3.485 3.539
Se -2.461 -1.796 -3.787
Se -0.999 0.019 -4.022
Te -2.108 1.577 -2.294
Se -0.906 3.733 -2.647
Br 5.883 3.173 -0.684
C 4.631 3.631 -2.036
C 4.868 4.791 -2.760
C 3.965 5.191 -3.733
C 2.830 4.432 -3.978
C 2.604 3.265 -3.264
C 3.502 2.860 -2.285
I 3.046 1.136 -1.205
H 5.751 5.378 -2.544
H 4.146 6.106 -4.284
H 2.091 4.739 -4.707
H 1.681 2.722 -3.432
C 0.568 -4.596 -0.204
S -0.241 -3.307 -1.171
C 0.376 -3.815 -2.772
O 0.533 -2.062 -0.852
H 0.160 -5.566 -0.491
H 0.349 -4.394 0.845
H 1.645 -4.555 -0.373
H -0.019 -4.802 -3.013
H 1.466 -3.814 -2.731
H -0.021 -3.089 -3.485
```

=====

Record 2
A 8-piece molecular cluster, H16O8 overall. Source: the Open Molecules 2025 dataset; level of theory: ωB97M-V with the def2-TZVPD basis set.

The largest force on an atom comes out at 0.01771 hartree/bohr. The HOMO energy comes out at -0.3795 Ha. The value obtained for the orbital gap is 10.18 eV. The value obtained for the energy relative to the best compared isomer or geometry (same formula, charge and spin) is 191.07 kJ/mol. Its SMILES is O.O.O.O.O.O.O.O.

Geometry as XYZ:
```
24
H16O8 ωB97M-V with the def2-TZVPD basis set
O -2.230 2.059 2.245
H -1.901 2.119 1.348
H -1.986 1.179 2.532
O -1.201 -0.572 3.025
H -0.936 -1.166 2.322
H -0.653 -0.823 3.769
O 0.527 -2.625 -2.097
H 0.098 -1.819 -1.809
H 0.099 -3.318 -1.594
O 1.901 1.756 1.157
H 1.770 0.808 1.163
H 2.845 1.867 1.040
O -1.392 2.107 -0.255
H -0.743 2.809 -0.297
H -2.220 2.531 -0.481
O 1.968 -1.059 0.506
H 2.203 -1.348 1.387
H 2.265 -1.766 -0.066
O 0.175 -0.776 -4.313
H 0.424 -1.682 -4.129
H 0.372 -0.304 -3.504
O -0.485 -0.313 -0.870
H -1.007 0.486 -0.942
H 0.107 -0.149 -0.137
```

=====

Record 3
C38H63BrCl3N6O5RbSi2 as an isolated structure. Source: the Open Molecules 2025 dataset; level of theory: ωB97M-V with the def2-TZVPD basis set.

The largest force on an atom comes out at 0.01334 hartree/bohr. The HOMO energy comes out at -0.1244 Ha. The value obtained for the orbital gap is 7.03 eV. The value obtained for the energy relative to the best compared isomer or geometry (same formula, charge and spin) is 0.00 kJ/mol. As for the charge: -2.

Geometry as XYZ:
```
119
C38H63BrCl3N6O5RbSi2 ωB97M-V with the def2-TZVPD basis set
Rb 0.457 -0.532 0.113
N -0.125 0.707 -3.643
N -1.052 -0.338 -3.919
C -0.849 -1.611 -3.264
O -1.362 -2.588 -3.837
O -0.202 -1.542 -2.186
H 0.724 0.272 -3.290
H -0.489 1.222 -2.851
H -1.173 -0.464 -4.909
Cl 5.536 -4.776 -2.683
C 4.730 -3.353 -2.057
C 4.493 -2.264 -2.917
C 3.887 -1.140 -2.443
C 3.455 -0.997 -1.072
O 2.919 0.070 -0.675
C 3.687 -2.153 -0.233
C 3.300 -2.229 1.148
O 2.677 -1.414 1.822
C 4.329 -3.299 -0.757
H 4.790 -2.334 -3.957
H 3.692 -0.298 -3.100
H 3.621 -3.178 1.632
H 4.499 -4.147 -0.102
N -2.953 0.875 -1.280
H -2.516 0.385 -2.058
H -2.918 0.258 -0.472
H -2.372 1.670 -1.033
N -2.033 2.115 1.831
C -1.917 3.271 1.903
H -2.212 0.801 1.738
N 3.762 1.486 2.453
N 4.417 1.816 1.215
H 3.325 0.573 2.352
H 3.005 2.147 2.566
H 3.946 1.326 0.452
H 5.353 1.441 1.274
Cl 1.153 -0.389 6.018
C 1.361 -0.564 4.260
Cl 0.443 0.644 3.366
H 0.992 -1.542 3.987
H 2.409 -0.465 4.032
C -5.306 -1.535 1.099
C -4.174 -2.452 1.578
C -3.437 -3.017 0.353
C -4.775 -3.620 2.369
Si -2.966 -1.379 2.597
O -2.333 -0.290 1.615
C -3.936 -0.622 4.037
C -4.462 -1.403 5.072
C -5.213 -0.842 6.097
C -5.462 0.525 6.107
C -4.956 1.318 5.086
C -4.203 0.750 4.065
C -1.619 -2.488 3.359
C -0.710 -3.089 2.488
C 0.342 -3.872 2.944
C 0.498 -4.086 4.308
C -0.393 -3.498 5.198
C -1.430 -2.701 4.726
H -6.008 -2.098 0.470
H -4.916 -0.703 0.504
H -5.865 -1.118 1.944
H -4.148 -3.493 -0.333
H -2.707 -3.778 0.640
H -2.910 -2.239 -0.208
H -5.410 -4.232 1.715
H -5.401 -3.266 3.194
H -3.994 -4.270 2.778
H -4.275 -2.473 5.089
H -5.601 -1.472 6.891
H -6.046 0.967 6.906
H -5.142 2.387 5.083
H -3.805 1.395 3.286
H -0.845 -2.940 1.426
H 1.037 -4.311 2.237
H 1.318 -4.692 4.674
H -0.266 -3.639 6.265
H -2.086 -2.220 5.443
C 0.116 6.764 -2.973
C -0.065 5.278 -2.624
C -0.066 4.469 -3.933
C -1.455 5.087 -1.997
Si 1.324 4.667 -1.438
Br 0.527 2.748 -0.578
C 2.965 4.263 -2.363
C 2.852 2.931 -3.125
C 3.341 5.384 -3.349
C 4.130 4.102 -1.378
C 1.571 5.797 0.102
C 2.236 5.019 1.251
C 2.436 7.021 -0.239
C 0.218 6.290 0.641
H -0.642 7.059 -3.710
H 1.098 6.968 -3.410
H -0.008 7.408 -2.097
H -0.924 4.779 -4.542
H -0.162 3.395 -3.752
H 0.835 4.633 -4.527
H -2.212 5.496 -2.679
H -1.565 5.582 -1.033
H -1.679 4.029 -1.847
H 2.007 2.886 -3.813
H 2.766 2.095 -2.426
H 3.771 2.782 -3.709
H 2.617 5.481 -4.161
H 4.313 5.157 -3.803
H 3.430 6.357 -2.852
H 3.924 3.341 -0.626
H 4.380 5.033 -0.863
H 5.020 3.782 -1.935
H 3.180 4.542 0.982
H 1.564 4.242 1.623
H 2.430 5.713 2.080
H 3.454 6.737 -0.518
H 2.505 7.673 0.640
H 2.010 7.612 -1.056
H -0.448 5.452 0.872
H -0.290 6.965 -0.054
H 0.389 6.844 1.572
```

=====

Record 4
A 5-piece molecular cluster, C20H22Cl12F4NO3P overall. Source: the Open Molecules 2025 dataset; level of theory: ωB97M-V with the def2-TZVPD basis set.

The largest force on an atom comes out at 0.16472 hartree/bohr. The HOMO energy comes out at -0.3027 Ha. The value obtained for the orbital gap is 6.28 eV. Its SMILES is C[C@H](O)Cc1c(C(F)(F)F)cc2c(c1CCF)C(=O)N(P(C)C)C2=O.ClC(Cl)Cl.ClC(Cl)Cl.ClC(Cl)Cl.ClC(Cl)Cl.

Geometry as XYZ:
```
63
C20H22Cl12F4NO3P ωB97M-V with the def2-TZVPD basis set
C -1.349 4.201 -2.136
C -1.897 2.653 -1.854
O -1.843 2.484 -0.369
C -0.966 1.515 -2.625
C -0.252 0.568 -1.492
C 1.272 0.909 -0.894
C 2.204 2.165 -1.386
F 2.272 2.360 -2.854
F 1.825 3.420 -0.635
F 3.622 1.884 -0.947
C 1.928 -0.067 0.294
C 1.052 -1.346 0.835
C -0.423 -1.672 0.198
C -1.125 -0.757 -0.967
C -2.602 -1.183 -1.537
C -3.859 -0.832 -0.539
F -3.517 0.149 0.526
C -0.911 -3.013 1.005
O -2.028 -3.700 0.745
N 0.169 -3.337 2.043
P -0.282 -3.170 3.760
C 0.954 -4.147 4.904
C -1.984 -3.965 4.154
C 1.401 -2.461 1.985
O 2.549 -2.463 2.667
H -1.009 4.359 -3.264
H -0.444 4.346 -1.376
H -2.197 4.964 -1.807
H -3.005 2.521 -2.264
H -2.701 2.913 -0.034
H -0.231 2.099 -3.323
H -1.689 0.905 -3.353
H 2.976 0.115 0.788
H -2.597 -2.372 -1.652
H -2.870 -0.763 -2.596
H -4.234 -1.824 -0.014
H -4.759 -0.469 -1.219
H 1.465 -5.014 4.268
H 1.812 -3.378 5.194
H 0.442 -4.538 5.884
H -2.867 -3.206 3.991
H -2.099 -4.899 3.446
H -1.917 -4.327 5.290
C 2.182 5.045 -5.069
Cl 0.478 5.186 -4.607
Cl 2.348 4.098 -6.557
Cl 2.907 6.649 -5.269
H 2.714 4.524 -4.268
C -6.949 0.844 1.046
Cl -7.450 -0.851 1.166
Cl -7.725 1.626 -0.342
Cl -7.331 1.713 2.543
H -5.867 0.874 0.898
C 4.606 -6.093 3.247
Cl 4.703 -5.692 4.970
Cl 5.969 -7.121 2.770
Cl 3.067 -6.890 2.879
H 4.658 -5.164 2.674
C 6.215 3.848 -1.841
Cl 7.498 2.967 -0.995
Cl 5.186 4.712 -0.685
Cl 6.907 4.975 -3.021
H 5.596 3.124 -2.378
```

=====

Record 5
A 9-piece molecular cluster, C54H41BrO17P2 overall. Source: the Open Molecules 2025 dataset; level of theory: ωB97M-V with the def2-TZVPD basis set.

The largest force on an atom comes out at 0.08893 hartree/bohr. The HOMO energy comes out at -0.2681 Ha. The value obtained for the orbital gap is 5.53 eV. Its SMILES is OP(Br)[PH3]c1ccccc1.O=C1C=CC(=O)C=C1.O=C1C=CC(=O)C=C1.O=C1C=CC(=O)C=C1.O=C1C=CC(=O)C=C1.O=C1C=CC(=O)C=C1.O=C1C=CC(=O)C=C1.O=C1C=CC(=O)C=C1.O=C1C=CC(=O)C=C1.

Geometry as XYZ:
```
115
C54H41BrO17P2 ωB97M-V with the def2-TZVPD basis set
O 0.736 -3.227 -3.241
P 0.281 -2.882 -1.668
Br 0.362 -0.577 -1.635
P -1.891 -3.448 -1.379
C -3.803 -3.310 -1.435
C -4.568 -3.840 -2.527
C -5.966 -3.452 -2.658
C -6.603 -2.601 -1.666
C -5.793 -2.201 -0.541
C -4.382 -2.515 -0.360
H 1.692 -3.057 -3.332
H -1.797 -3.436 0.030
H -2.077 -2.140 -2.009
H -1.830 -4.516 -2.307
H -4.129 -4.477 -3.327
H -6.520 -3.760 -3.574
H -7.665 -2.277 -1.778
H -6.255 -1.546 0.237
H -3.802 -2.104 0.501
C -4.623 -9.110 -2.637
C -4.066 -8.172 -1.875
C -2.819 -7.490 -2.287
O -2.310 -6.632 -1.590
C -2.215 -7.889 -3.576
C -2.771 -8.827 -4.338
C -4.019 -9.510 -3.929
O -4.529 -10.364 -4.625
H -5.535 -9.620 -2.352
H -4.495 -7.865 -0.928
H -1.303 -7.378 -3.860
H -2.342 -9.131 -5.285
C 5.978 -3.396 -3.477
C 7.081 -3.192 -2.758
C 7.117 -2.179 -1.675
O 8.123 -1.991 -1.020
C 5.880 -1.405 -1.425
C 4.781 -1.609 -2.144
C 4.744 -2.619 -3.222
O 3.729 -2.798 -3.867
H 5.931 -4.130 -4.271
H 7.993 -3.751 -2.928
H 5.918 -0.670 -0.631
H 3.868 -1.051 -1.972
C 2.748 1.013 1.923
C 2.649 1.242 3.230
C 3.820 1.681 4.023
O 3.729 1.889 5.219
C 5.104 1.857 3.307
C 5.203 1.628 1.999
C 4.033 1.191 1.208
O 4.121 0.984 0.012
H 1.903 0.692 1.326
H 1.717 1.119 3.769
H 5.949 2.179 3.903
H 6.132 1.750 1.457
C 1.743 4.874 6.196
C 2.180 4.671 4.955
C 1.889 5.636 3.870
O 2.287 5.450 2.738
C 1.094 6.836 4.219
C 0.656 7.039 5.459
C 0.948 6.074 6.544
O 0.550 6.260 7.677
H 1.946 4.178 7.001
H 2.760 3.804 4.685
H 0.891 7.532 3.414
H 0.074 7.909 5.731
C 8.675 1.356 -1.273
C 9.106 1.141 -2.514
C 8.815 2.099 -3.605
O 9.205 1.903 -4.738
C 8.029 3.307 -3.262
C 7.598 3.523 -2.020
C 7.889 2.564 -0.931
O 7.498 2.760 0.204
H 8.878 0.666 -0.464
H 9.682 0.264 -2.782
H 7.826 3.997 -4.071
H 7.022 4.399 -1.751
C -2.573 0.677 5.308
C -3.682 0.048 5.694
C -4.295 -1.012 4.861
O -5.306 -1.584 5.210
C -3.625 -1.347 3.582
C -2.516 -0.718 3.196
C -1.904 0.342 4.030
O -0.891 0.914 3.680
H -2.112 1.454 5.905
H -4.184 0.280 6.625
H -4.085 -2.125 2.986
H -2.013 -0.949 2.265
C -1.226 11.975 4.382
C -2.068 12.790 5.015
C -2.182 12.783 6.492
O -2.950 13.524 7.068
C -1.321 11.835 7.238
C -0.480 11.020 6.605
C -0.367 11.028 5.129
O 0.402 10.285 4.551
H -1.131 11.966 3.304
H -2.703 13.490 4.485
H -1.417 11.844 8.316
H 0.155 10.320 7.135
C -5.224 -5.042 -7.588
C -6.198 -4.547 -8.349
C -7.553 -5.145 -8.349
O -8.441 -4.696 -9.044
C -7.783 -6.315 -7.470
C -6.809 -6.810 -6.709
C -5.455 -6.211 -6.709
O -4.567 -6.662 -6.013
H -4.228 -4.618 -7.575
H -6.048 -3.692 -8.997
H -8.779 -6.739 -7.482
H -6.959 -7.665 -6.061
```

=====

Record 6
A 2-piece molecular cluster, C3H11N3 overall. Source: the Open Molecules 2025 dataset; level of theory: ωB97M-V with the def2-TZVPD basis set.

The largest force on an atom comes out at 0.05399 hartree/bohr. The HOMO energy comes out at -0.3305 Ha. The value obtained for the orbital gap is 9.99 eV. The value obtained for the energy relative to the best compared isomer or geometry (same formula, charge and spin) is 141.56 kJ/mol. Its SMILES is [H]/N=C/N.CCN.

Geometry as XYZ:
```
17
C3H11N3 ωB97M-V with the def2-TZVPD basis set
C -0.613 0.985 -0.748
C 0.746 1.672 -0.426
N 1.503 1.791 -1.652
H -0.998 1.461 -1.650
H -1.294 1.022 0.104
H -0.381 -0.059 -0.980
H 1.232 1.065 0.355
H 0.542 2.677 -0.028
H 1.331 0.946 -2.188
H 2.500 1.838 -1.492
N -0.523 -1.065 1.887
C -0.946 -2.031 1.021
N -0.304 -3.158 0.952
H -0.532 -0.135 1.522
H 0.194 -1.438 2.490
H -1.495 -1.679 0.141
H -0.962 -3.892 0.693
```